Record 1
Density functional theory data (ωB97M-V/def2-TZVPD) for a structure of composition C5H10O2Pb at a distorted geometry.

Computed properties:
ΔE to the lowest compared entry with this formula, charge and spin   217.9 kJ/mol
Total energy   -14683.5073 eV
Total charge   0
Molar mass   309.333 g mol⁻¹
HOMO level (spin up / spin down)   -0.1653 / -0.1652 Ha

Cartesian coordinates (Å):
C: 2.747 0.257 0.119
O: 1.743 -0.723 -0.143
C: 0.853 -1.011 0.908
C: -0.548 -1.126 0.353
O: -0.945 0.143 -0.187
C: -2.251 0.222 -0.593
C: -2.857 1.386 -0.803
H: 2.866 0.447 1.200
H: 3.631 -0.025 -0.474
H: 0.857 -0.261 1.717
H: 1.143 -1.980 1.341
H: -1.237 -1.402 1.163
H: -0.587 -1.879 -0.449
H: -2.730 -0.742 -0.782
H: -2.322 2.334 -0.737
H: -3.911 1.391 -1.079
H: 2.795 1.639 -0.216
Pb: 0.754 1.331 -1.340

***

Record 2
Density functional theory data (ωB97M-V/def2-TZVPD) for a cluster of 2 separate species, C2H2F2S in total at a distorted geometry.

Computed properties:
ΔE to the lowest compared entry with this formula, charge and spin   105.0 kJ/mol
Total energy   -18370.4015 eV
Total charge   0
Molar mass   96.101 g mol⁻¹
2S+1   3
HOMO level (spin up / spin down)   -0.2964 / -0.3919 Ha

Cartesian coordinates (Å):
C: 0.036 0.175 -0.606
C: -0.209 -0.348 0.733
F: -0.157 -0.478 -1.739
F: -0.898 -1.494 0.896
S: -1.161 1.132 0.210
H: 1.896 1.212 -1.041
H: 0.493 -0.199 1.546

***

Record 3
Density functional theory data (ωB97M-V/def2-TZVPD) for a cluster of 23 separate species, C47H54BrCl66N5O3S in total at a distorted geometry.

Computed properties:
ΔE to the lowest compared entry with this formula, charge and spin   206.2 kJ/mol
Total energy   -970560.1564 eV
Total charge   0
Molar mass   3188.850 g mol⁻¹
HOMO level   -0.3215 Ha

Cartesian coordinates (Å):
C: 9.449 0.409 2.935
C: 9.554 0.518 1.355
C: 8.619 1.718 0.915
C: 8.169 1.617 -0.620
C: 6.601 1.513 -0.637
C: 5.846 2.715 -0.290
C: 4.362 2.777 -0.225
N: 3.812 3.986 0.123
C: 2.477 3.848 0.165
C: 1.680 5.124 0.600
C: 1.464 5.185 2.149
C: 2.714 4.601 2.937
O: 0.287 4.488 2.554
C: 1.688 2.619 -0.144
C: 0.124 2.591 -0.038
C: -0.538 1.516 -0.985
C: -1.522 0.502 -0.227
C: -1.083 -0.989 -0.455
C: 0.344 -1.268 0.194
C: 0.484 -2.746 0.721
C: 0.096 -2.998 2.238
S: -1.214 -1.912 2.947
C: -0.508 -0.762 4.136
N: 0.680 -0.702 4.748
N: 0.568 0.393 5.567
C: -0.627 0.967 5.407
O: -1.367 0.240 4.475
N: 2.280 1.465 -0.492
C: 3.653 1.543 -0.524
C: 4.421 0.334 -0.913
O: 3.677 -0.834 -1.241
C: 3.466 -1.524 -0.090
N: 3.621 -2.192 0.810
C: 5.854 0.261 -0.991
Br: 6.838 -1.326 -1.487
H: 9.148 1.405 3.357
H: 8.668 -0.363 3.167
H: 10.438 0.149 3.393
H: 9.175 -0.443 0.924
H: 10.592 0.688 0.981
H: 9.061 2.721 1.149
H: 7.701 1.628 1.548
H: 8.664 0.765 -1.142
H: 8.408 2.610 -1.081
H: 6.438 3.627 -0.039
H: 2.357 5.991 0.356
H: 0.754 5.285 0.004
H: 1.397 6.260 2.487
H: 2.638 4.805 4.035
H: 3.652 5.095 2.583
H: 2.813 3.496 2.816
H: 0.194 4.688 3.500
H: -0.358 3.572 -0.243
H: -0.134 2.334 1.028
H: 0.182 0.969 -1.635
H: -1.216 2.083 -1.684
H: -1.602 0.725 0.866
H: -2.549 0.599 -0.680
H: -1.872 -1.682 -0.045
H: -0.988 -1.225 -1.547
H: 1.095 -1.029 -0.605
H: 0.479 -0.498 0.999
H: 1.528 -3.128 0.594
H: -0.204 -3.383 0.101
H: 0.985 -2.946 2.907
H: -0.323 -4.039 2.283
H: -0.979 1.863 5.974
C: -4.027 5.033 4.216
Cl: -3.475 3.351 4.278
Cl: -3.336 5.970 5.548
Cl: -3.611 5.766 2.661
H: -5.108 5.041 4.320
C: 4.990 0.419 3.793
Cl: 5.229 -1.298 4.130
Cl: 5.871 1.412 4.962
Cl: 5.500 0.796 2.143
H: 3.932 0.643 3.884
C: -3.386 -1.956 -3.332
Cl: -4.200 -1.021 -2.071
Cl: -2.315 -3.166 -2.618
Cl: -4.568 -2.727 -4.396
H: -2.785 -1.275 -3.925
C: -6.653 7.991 3.015
Cl: -7.770 9.231 2.435
Cl: -5.759 8.566 4.424
Cl: -7.526 6.499 3.399
H: -5.942 7.775 2.224
C: -5.995 0.906 6.753
Cl: -5.922 1.544 8.397
Cl: -6.677 2.113 5.650
Cl: -4.391 0.403 6.211
H: -6.644 0.037 6.751
C: -4.734 -4.588 -8.183
Cl: -4.539 -2.934 -8.778
Cl: -5.988 -4.650 -6.940
Cl: -5.110 -5.695 -9.505
H: -3.796 -4.901 -7.735
C: -1.645 -7.296 -2.517
Cl: -0.735 -6.062 -1.636
Cl: -3.029 -6.577 -3.346
Cl: -0.599 -8.135 -3.667
H: -2.016 -8.021 -1.801
C: 3.934 5.047 -3.933
Cl: 3.083 5.935 -2.664
Cl: 4.950 3.778 -3.238
Cl: 2.784 4.347 -5.075
H: 4.572 5.743 -4.467
C: -4.904 -9.891 -9.838
Cl: -4.645 -8.911 -8.393
Cl: -5.471 -8.889 -11.180
Cl: -3.421 -10.747 -10.284
H: -5.668 -10.629 -9.617
C: -6.160 4.898 10.400
Cl: -5.009 5.781 11.408
Cl: -7.724 5.722 10.362
Cl: -5.522 4.700 8.764
H: -6.305 3.913 10.832
C: -1.494 -1.968 -10.848
Cl: -1.208 -3.662 -10.442
Cl: -0.579 -0.918 -9.764
Cl: -1.070 -1.651 -12.535
H: -2.551 -1.758 -10.716
C: -0.173 4.840 7.521
Cl: -1.404 3.831 6.741
Cl: -0.180 6.472 6.843
Cl: -0.434 4.893 9.265
H: 0.800 4.397 7.334
C: 2.904 -4.507 4.721
Cl: 4.311 -5.503 5.112
Cl: 1.560 -5.519 4.173
Cl: 2.423 -3.534 6.115
H: 3.176 -3.834 3.912
C: 2.150 0.263 -6.710
Cl: 1.220 1.552 -7.485
Cl: 3.198 0.920 -5.452
Cl: 1.070 -0.961 -6.031
H: 2.772 -0.208 -7.463
C: -7.697 0.113 2.490
Cl: -8.895 -1.181 2.597
Cl: -6.419 -0.315 1.346
Cl: -8.464 1.636 2.025
H: -7.247 0.244 3.469
C: -1.550 -8.081 -12.101
Cl: -1.270 -7.144 -10.630
Cl: -2.103 -7.031 -13.409
Cl: -0.083 -8.946 -12.573
H: -2.325 -8.810 -11.898
C: 1.835 -12.093 -13.456
Cl: 3.407 -12.874 -13.658
Cl: 0.617 -12.875 -14.470
Cl: 1.342 -12.117 -11.760
H: 1.926 -11.058 -13.770
C: -1.285 0.946 11.033
Cl: -0.139 1.832 12.046
Cl: -2.845 1.777 10.988
Cl: -0.642 0.741 9.401
H: -1.435 -0.037 11.466
C: 3.247 -2.507 -10.491
Cl: 2.521 -3.906 -11.293
Cl: 2.867 -1.022 -11.367
Cl: 2.694 -2.400 -8.814
H: 4.324 -2.636 -10.487
C: -8.834 6.897 6.816
Cl: -7.404 7.672 7.505
Cl: -8.727 5.139 6.971
Cl: -10.303 7.501 7.593
H: -8.880 7.143 5.761
C: 4.484 -6.063 -9.089
Cl: 3.757 -6.852 -7.685
Cl: 5.902 -5.121 -8.610
Cl: 4.913 -7.254 -10.321
H: 3.755 -5.383 -9.513
C: -3.381 6.140 15.225
Cl: -4.693 5.610 16.284
Cl: -3.053 4.925 13.985
Cl: -3.770 7.696 14.484
H: -2.487 6.263 15.827

***

Record 4
Density functional theory data (ωB97M-V/def2-TZVPD) for a structure of composition C15H30BrIN4O4 at a distorted geometry.

Computed properties:
Total energy   -108331.9961 eV
Total charge   0
Molar mass   537.237 g mol⁻¹
HOMO level   -0.3407 Ha

Cartesian coordinates (Å):
N: 0.777 1.929 3.639
C: 1.306 1.614 2.654
C: 1.682 1.384 1.301
Br: 3.446 2.148 0.997
I: 1.818 -0.769 1.093
C: 0.611 1.948 0.292
O: 0.743 1.329 -0.945
C: 0.869 3.390 0.128
N: 0.965 4.542 0.083
C: -0.784 1.793 0.810
C: -1.843 2.199 -0.217
C: -3.089 2.718 0.477
O: -4.233 2.030 -0.011
H: 1.645 1.460 -1.242
H: -0.872 2.428 1.668
H: -0.947 0.769 1.115
H: -1.421 2.991 -0.816
H: -2.091 1.400 -0.888
H: -3.179 3.782 0.307
H: -3.029 2.577 1.544
H: -4.797 1.870 0.739
C: 7.975 0.002 1.599
C: 7.520 -1.314 0.975
C: 7.517 -1.307 -0.561
O: 6.436 -0.608 -1.142
C: 6.602 0.793 -1.241
N: 6.212 -1.676 1.531
H: 7.197 0.764 1.558
H: 8.219 -0.147 2.650
H: 8.863 0.392 1.098
H: 8.234 -2.083 1.282
H: 7.409 -2.340 -0.903
H: 8.470 -0.935 -0.959
H: 7.638 1.069 -1.452
H: 6.264 1.294 -0.330
H: 5.975 1.139 -2.063
H: 5.957 -2.604 1.208
H: 5.517 -1.064 1.112
C: -6.305 -0.473 -1.445
C: -5.734 -1.414 -0.391
C: -5.568 -2.863 -0.871
O: -6.768 -3.607 -0.941
C: -7.533 -3.414 -2.116
N: -6.551 -1.323 0.824
H: -7.379 -0.600 -1.576
H: -6.138 0.561 -1.146
H: -5.822 -0.623 -2.412
H: -4.732 -1.050 -0.142
H: -4.945 -3.391 -0.144
H: -5.040 -2.903 -1.833
H: -6.894 -3.253 -2.989
H: -8.226 -2.577 -2.008
H: -8.120 -4.318 -2.276
H: -6.109 -1.860 1.565
H: -7.423 -1.812 0.648

***

Record 5
Density functional theory data (ωB97M-V/def2-TZVPD) for a cluster of 2 separate species, C3H13N3O in total at a distorted geometry.

Computed properties:
ΔE to the lowest compared entry with this formula, charge and spin   49.0 kJ/mol
Total energy   -9830.1472 eV
Total charge   +1
Molar mass   107.157 g mol⁻¹
2S+1   2
HOMO level (spin up / spin down)   -0.5291 / -0.5082 Ha

Cartesian coordinates (Å):
C: -0.295 1.005 -1.010
N: 0.450 0.282 0.004
C: 1.727 0.843 0.479
N: 2.035 0.647 1.914
C: -1.158 -0.016 -1.723
N: -0.379 -0.860 -2.563
H: 0.444 1.346 -1.784
H: -0.599 1.938 -0.542
H: 0.711 -0.648 -0.345
H: 1.818 1.895 0.227
H: 2.544 0.352 -0.062
H: 1.156 0.901 2.359
H: 2.204 -0.337 2.099
H: -1.711 -0.699 -1.081
H: -1.942 0.597 -2.214
H: -0.901 -1.567 -3.055
H: 0.323 -0.494 -3.196
H: -2.410 -0.657 2.568
H: -1.156 -1.614 2.403
O: -2.110 -1.590 2.537

***

Record 6
Density functional theory data (ωB97M-V/def2-TZVPD) for an isolated molecule of C10H11NO3 at a distorted geometry.

Computed properties:
ΔE to the lowest compared entry with this formula, charge and spin   0.0 kJ/mol
Total energy   -18172.4445 eV
Total charge   0
Molar mass   193.202 g mol⁻¹
2S+1   3
HOMO level (spin up / spin down)   -0.1553 / -0.3234 Ha

Cartesian coordinates (Å):
C: 0.643 -0.257 -0.752
C: 0.071 1.671 0.505
C: 1.305 -0.811 0.288
C: 0.587 1.068 1.638
C: 0.071 1.008 -0.732
C: 1.279 -0.169 1.491
C: -2.840 1.810 -2.602
C: -2.168 3.009 -2.313
C: -1.934 0.660 -2.149
C: 2.440 -1.930 2.765
N: -0.542 1.460 -1.894
O: -0.902 2.874 -1.922
O: -1.756 -0.410 -3.001
O: 1.774 -0.692 2.672
H: 0.309 -0.810 -1.638
H: -0.494 2.586 0.454
H: 1.587 -1.926 0.299
H: 0.439 1.257 2.707
H: -3.797 1.753 -2.909
H: -2.628 3.938 -2.295
H: -2.279 0.175 -1.216
H: 2.442 -2.306 3.889
H: 3.450 -1.998 2.471
H: 1.843 -2.823 2.307
H: -1.916 -0.050 -3.979

***

Record 7
Density functional theory data (ωB97M-V/def2-TZVPD) for a cluster of 2 separate species, C3H4N2OS in total at a distorted geometry.

Computed properties:
ΔE to the lowest compared entry with this formula, charge and spin   475.9 kJ/mol
Total energy   -19034.1165 eV
Total charge   0
Molar mass   116.145 g mol⁻¹
HOMO level (spin up / spin down)   -0.2763 / -0.2768 Ha

Cartesian coordinates (Å):
C: -0.096 1.380 -0.652
C: 0.277 0.760 -1.811
C: 0.233 -0.809 -0.286
N: -0.060 0.336 0.276
N: 0.110 -2.140 1.997
O: 0.359 -0.553 -1.590
S: -0.765 -1.422 3.030
H: -0.215 2.405 -0.497
H: 0.351 1.051 -2.747
H: -0.400 0.472 1.218
H: 0.206 -1.481 1.063

***

Record 8
Density functional theory data (ωB97M-V/def2-TZVPD) for a cluster of 11 separate species, C26H79N5O11 in total at a distorted geometry.

Computed properties:
ΔE to the lowest compared entry with this formula, charge and spin   100.3 kJ/mol
Total energy   -58211.0947 eV
Total charge   0
Structure (SMILES)   COC[C@H](C)N.COC[C@H](C)N.COC[C@H](C)N.COC[C@H](C)N.COC[C@H](C)N.CO.CO.CO.CO.CO.CO
Molar mass   637.942 g mol⁻¹
HOMO level   -0.3126 Ha

Cartesian coordinates (Å):
C: 0.880 0.852 6.590
O: 1.718 0.439 5.531
C: 1.936 1.457 4.588
C: 2.883 0.971 3.498
C: 4.267 0.541 4.004
N: 3.096 2.016 2.478
H: -0.036 1.320 6.202
H: 1.326 1.669 7.172
H: 0.673 -0.023 7.197
H: 1.028 1.815 4.079
H: 2.377 2.339 5.076
H: 2.485 0.058 3.043
H: 4.862 1.421 4.270
H: 4.812 -0.019 3.249
H: 4.133 -0.017 4.933
H: 2.157 2.340 2.240
H: 3.582 2.809 2.883
C: -0.363 2.072 1.765
O: -0.282 3.201 2.626
C: -1.446 3.278 3.435
C: -1.343 4.524 4.321
C: -0.223 4.432 5.343
N: -2.602 4.836 5.003
H: 0.559 1.905 1.209
H: -1.144 2.257 1.021
H: -0.591 1.188 2.368
H: -2.360 3.337 2.835
H: -1.443 2.376 4.063
H: -1.135 5.381 3.676
H: 0.734 4.277 4.835
H: -0.322 3.558 5.995
H: -0.091 5.314 5.965
H: -3.300 5.021 4.288
H: -2.950 4.045 5.538
C: -0.018 -1.698 1.412
O: 0.365 -1.218 0.143
C: -0.529 -1.532 -0.917
C: -0.391 -0.554 -2.101
C: -0.626 0.921 -1.827
N: -1.385 -0.962 -3.099
H: 0.603 -1.209 2.165
H: 0.084 -2.781 1.511
H: -1.024 -1.359 1.690
H: -0.335 -2.580 -1.182
H: -1.546 -1.439 -0.513
H: 0.620 -0.774 -2.478
H: -1.599 1.194 -1.416
H: -0.492 1.487 -2.750
H: 0.097 1.337 -1.117
H: -1.279 -1.958 -3.261
H: -1.201 -0.527 -4.005
C: -0.446 4.302 -10.287
O: -1.220 4.183 -9.128
C: -0.444 4.258 -7.955
C: -1.388 4.267 -6.753
C: -0.735 4.375 -5.382
N: -2.240 3.064 -6.833
H: -1.107 4.207 -11.148
H: 0.338 3.538 -10.335
H: 0.056 5.270 -10.416
H: 0.234 3.398 -7.895
H: 0.171 5.163 -7.929
H: -2.050 5.137 -6.896
H: -1.468 4.616 -4.616
H: -0.005 5.189 -5.366
H: -0.198 3.450 -5.170
H: -2.648 3.146 -7.769
H: -3.053 3.262 -6.247
C: -1.938 -2.367 4.914
O: -0.658 -2.646 4.360
C: 0.416 -2.549 5.271
C: 1.733 -2.864 4.576
C: 1.745 -4.278 4.043
N: 2.865 -2.668 5.493
H: -1.978 -1.282 5.074
H: -2.056 -2.890 5.868
H: -2.672 -2.697 4.185
H: 0.418 -1.531 5.690
H: 0.264 -3.214 6.136
H: 1.836 -2.158 3.750
H: 1.042 -4.449 3.222
H: 1.398 -5.016 4.775
H: 2.725 -4.600 3.693
H: 2.848 -1.683 5.774
H: 2.638 -3.073 6.406
C: -3.760 -4.061 -2.947
O: -3.920 -4.992 -1.862
H: -3.370 -3.116 -2.585
H: -2.963 -4.506 -3.560
H: -4.636 -4.052 -3.597
H: -4.165 -5.851 -2.203
C: 3.092 0.092 -0.537
O: 4.169 0.676 0.161
H: 3.344 -0.030 -1.591
H: 2.852 -0.874 -0.089
H: 2.205 0.731 -0.490
H: 3.844 1.014 1.022
C: 2.710 -4.282 -0.501
O: 2.783 -5.527 -1.181
H: 1.842 -4.331 0.167
H: 3.612 -4.141 0.097
H: 2.547 -3.409 -1.130
H: 3.276 -6.176 -0.681
C: -3.989 -2.544 1.216
O: -4.635 -3.034 0.057
H: -3.305 -3.257 1.683
H: -3.470 -1.602 1.018
H: -4.766 -2.318 1.952
H: -4.060 -3.698 -0.357
C: 0.137 0.443 -5.791
O: -1.192 0.819 -5.433
H: 0.692 1.304 -6.169
H: 0.653 0.022 -4.930
H: 0.046 -0.314 -6.574
H: -1.516 1.578 -5.968
C: 0.654 -3.789 -4.079
O: -0.685 -3.568 -4.491
H: 1.360 -3.154 -4.625
H: 0.789 -3.605 -3.015
H: 0.927 -4.835 -4.250
H: -0.747 -3.812 -5.418